{
  "formula": "C21H16ClN3O5",
  "method": "wB97M-V/def2-TZVPD",
  "elements": ["O", "C", "N", "N", "C", "C", "C", "C", "Cl", "C", "C", "N", "O", "O", "C", "O", "C", "O", "C", "C", "C", "C", "C", "C", "C", "C", "C", "C", "C", "C", "H", "H", "H", "H", "H", "H", "H", "H", "H", "H", "H", "H", "H", "H", "H", "H"],
  "positions_angstrom": [[-0.48487, 0.29382, -1.00127], [0.60614, 0.21621, -0.48605], [0.86972, 0.34797, 0.84487], [0.05066, 0.55389, 1.88907], [-1.20464, 0.75293, 1.76433], [-2.00038, 0.95655, 2.96208], [-1.44129, 0.83253, 4.22572], [-2.20835, 1.02092, 5.36916], [-1.48281, 0.85623, 6.92413], [-3.54460, 1.33609, 5.26444], [-4.12690, 1.46844, 3.99935], [-5.51339, 1.79927, 3.95315], [-6.11232, 1.94187, 4.99286], [-6.03979, 1.92589, 2.84911], [-3.37361, 1.28261, 2.82195], [-3.87387, 1.40066, 1.60049], [1.89640, -0.13284, -1.27169], [3.04067, 0.36029, -0.57953], [1.84190, 0.46007, -2.66608], [1.42523, 1.77800, -2.81904], [1.41189, 2.36642, -4.07076], [1.82923, 1.64947, -5.17883], [2.26526, 0.34446, -5.02827], [2.27445, -0.24906, -3.77821], [1.90895, -1.65104, -1.27027], [2.92266, -2.35721, -0.64018], [2.90379, -3.74139, -0.63703], [1.87095, -4.42567, -1.25292], [0.85229, -3.72125, -1.87464], [0.86750, -2.33924, -1.88393], [1.84421, 0.24126, 1.11547], [-1.73296, 0.78417, 0.81722], [-0.39472, 0.58458, 4.29515], [-4.16192, 1.48580, 6.13656], [-4.83394, 1.62888, 1.65892], [3.24428, 1.23936, -0.91832], [1.09423, 2.34345, -1.95879], [1.07377, 3.38611, -4.17918], [1.81663, 2.10782, -6.15637], [2.60045, -0.21705, -5.88753], [2.61860, -1.26600, -3.66588], [3.72791, -1.81886, -0.16577], [3.70010, -4.28472, -0.15012], [1.85747, -5.50548, -1.24811], [0.04230, -4.25033, -2.35401], [0.07274, -1.78591, -2.36126]],
  "forces_ev_per_angstrom": [[-0.25, 0.03, 0.00], [0.20, 0.20, 0.23], [0.68, -0.06, -0.20], [-0.48, 0.09, 0.64], [0.28, -0.10, -0.92], [-0.52, 0.14, 0.64], [-0.33, 0.07, -0.14], [-0.28, 0.07, -0.31], [0.10, -0.02, 0.23], [0.04, -0.01, -0.13], [1.17, -0.29, 0.15], [-0.39, 0.10, 0.14], [-0.18, 0.04, 0.01], [-0.28, 0.06, -0.26], [0.06, 0.00, 0.56], [-0.26, 0.06, -0.48], [-0.30, -0.01, -0.23], [0.15, -0.17, 0.06], [0.01, 0.03, 0.04], [0.02, -0.05, -0.04], [0.03, 0.13, 0.04], [0.00, 0.00, -0.06], [0.04, -0.01, -0.09], [0.01, 0.03, 0.10], [0.25, -0.05, 0.06], [0.00, 0.18, -0.06], [0.01, -0.14, 0.02], [0.05, -0.09, 0.03], [-0.05, 0.00, -0.03], [0.01, -0.01, 0.04], [-0.43, 0.11, -0.12], [0.22, -0.05, -0.04], [0.11, -0.03, 0.05], [0.03, -0.01, 0.02], [0.46, -0.11, 0.24], [-0.04, -0.05, -0.04], [-0.10, 0.04, 0.06], [-0.03, 0.08, -0.02], [-0.01, 0.03, -0.08], [0.03, -0.04, -0.08], [0.00, -0.08, -0.01], [0.07, 0.03, 0.03], [0.06, -0.05, 0.04], [0.00, -0.09, 0.00], [-0.07, -0.04, -0.04], [-0.08, 0.04, -0.05]],
  "lowdin_charge": [0.104, -0.393, 0.072, 0.081, -0.060, -0.112, -0.027, -0.658, 0.690, -0.016, -0.075, -0.330, 0.105, 0.068, -0.187, 0.101, -0.344, 0.010, -0.148, -0.026, -0.070, -0.083, -0.068, -0.012, -0.168, -0.016, -0.075, -0.087, -0.067, -0.029, 0.149, 0.117, 0.112, 0.121, 0.101, 0.117, 0.124, 0.105, 0.103, 0.105, 0.121, 0.113, 0.103, 0.101, 0.105, 0.125],
  "gap_ev": 7.7,
  "lumo_ev": -1.00,
  "de_lowest_ev": 0.000,
  "total_energy_ha": -1810.41891,
  "smiles": "O=C(N/N=C/c1cc(Cl)cc([N+](=O)[O-])c1O)C(O)(c1ccccc1)c1ccccc1",
  "homo_ev": -8.70,
  "max_force_ev_per_a": 1.213
}